A cluster of 6 separate species, C63H77F5N2O2S in total in a non-equilibrium geometry. Source: the Open Molecules 2025 dataset; level of theory: ωB97M-V/def2-TZVPD.

```
150
Properties=species:S:1:pos:R:3:lowdin_charge:R:1
C 6.15 -2.33 2.76 -0.121
C 7.21 -1.95 3.95 -0.284
N 6.69 -0.95 4.97 -0.069
C 6.40 0.37 4.27 -0.159
C 7.50 1.01 3.20 -0.017
C 7.23 2.41 2.39 -0.002
C 5.78 3.17 2.67 -0.173
C 4.68 2.52 3.73 -0.359
C 4.94 1.12 4.57 -0.019
S 3.06 3.52 3.87 0.792
C 2.75 4.02 2.05 -0.350
C 1.26 3.97 1.37 -0.024
C 1.17 4.38 -0.24 -0.120
C -0.24 4.34 -1.10 -0.195
C -1.45 4.66 -0.04 -0.241
C -2.80 5.29 -0.73 -0.217
C -3.51 4.32 -1.85 -0.198
C -5.12 4.01 -1.51 -0.203
C -5.38 2.40 -1.15 -0.212
C -6.70 1.82 -1.98 -0.225
C -7.15 0.30 -1.46 -0.213
C -7.72 0.32 0.10 -0.205
C -9.22 -0.36 0.19 -0.170
C -9.11 -1.90 0.82 -0.220
O -9.00 -1.81 2.30 -0.264
C -9.43 -3.08 2.91 -0.144
C 2.56 4.82 -1.05 0.043
C 4.05 4.87 -0.35 -0.108
O 5.31 5.22 -1.04 -0.144
C 5.63 4.05 -1.89 -0.181
C 6.96 3.21 -1.37 -0.285
C 8.32 4.12 -1.26 -0.102
C 7.24 2.05 -2.54 -0.178
C 7.59 0.57 -1.92 -0.361
C 8.77 0.57 -0.77 -0.113
C 8.08 -0.36 -3.22 -0.102
C 4.15 4.45 1.23 -0.111
N 5.49 4.49 1.93 -0.038
H 6.69 -2.89 1.86 0.077
H 5.32 -3.10 3.13 0.081
H 5.57 -1.42 2.30 0.073
H 8.28 -1.65 3.51 0.096
H 7.41 -2.96 4.55 0.127
H 5.72 -1.29 5.27 0.109
H 8.53 0.45 2.98 0.091
H 7.99 2.87 1.60 0.088
H 4.14 0.67 5.33 0.101
H 0.29 3.66 1.97 0.086
H -0.23 5.01 -2.06 0.120
H -0.40 3.22 -1.46 0.124
H -1.03 5.49 0.71 0.120
H -1.71 3.67 0.57 0.123
H -2.56 6.31 -1.25 0.110
H -3.56 5.54 0.16 0.113
H -2.98 3.28 -1.89 0.094
H -3.53 4.82 -2.93 0.113
H -5.52 4.66 -0.61 0.105
H -5.80 4.29 -2.45 0.108
H -4.48 1.72 -1.49 0.105
H -5.51 2.24 0.01 0.104
H -6.37 1.70 -3.10 0.109
H -7.62 2.55 -1.92 0.114
H -8.05 -0.03 -2.18 0.106
H -6.29 -0.49 -1.53 0.108
H -7.75 1.44 0.51 0.108
H -6.91 -0.23 0.77 0.115
H -9.76 -0.41 -0.85 0.100
H -9.91 0.26 0.92 0.114
H -10.11 -2.44 0.52 0.125
H -8.19 -2.45 0.32 0.138
H -9.12 -3.05 4.05 0.105
H -8.92 -4.01 2.36 0.105
H -10.60 -3.20 2.80 0.099
H 2.45 5.07 -2.19 0.098
H 4.75 3.25 -1.91 0.137
H 5.81 4.37 -3.01 0.142
H 6.73 2.61 -0.37 0.120
H 8.15 5.21 -0.85 0.089
H 8.93 4.16 -2.28 0.085
H 9.05 3.59 -0.48 0.069
H 6.21 1.92 -3.13 0.120
H 8.04 2.40 -3.32 0.110
H 6.63 0.08 -1.43 0.138
H 8.38 0.90 0.29 0.051
H 9.12 -0.55 -0.66 0.080
H 9.72 1.20 -1.07 0.088
H 8.07 0.31 -4.18 0.051
H 9.18 -0.68 -2.96 0.084
H 7.34 -1.27 -3.33 0.087
H 5.39 5.22 2.70 0.127
F 9.52 -3.04 2.23 0.042
C 9.71 -4.37 2.17 -0.291
C 10.30 -5.03 3.24 -0.017
C 10.49 -6.41 3.17 -0.082
C 10.10 -7.11 2.03 -0.097
C 9.51 -6.44 0.96 -0.082
C 9.31 -5.06 1.03 -0.019
H 10.60 -4.47 4.12 0.117
H 10.95 -6.94 4.01 0.105
H 10.26 -8.19 1.98 0.101
H 9.21 -6.99 0.07 0.106
H 8.85 -4.52 0.21 0.115
F 8.77 -0.85 -6.23 0.054
C 7.99 -0.49 -7.26 -0.287
C 7.77 -1.38 -8.30 -0.018
C 6.96 -1.01 -9.37 -0.084
C 6.38 0.26 -9.40 -0.099
C 6.61 1.16 -8.35 -0.083
C 7.42 0.78 -7.28 -0.020
H 8.23 -2.37 -8.27 0.115
H 6.78 -1.71 -10.19 0.104
H 5.75 0.56 -10.23 0.100
H 6.17 2.15 -8.37 0.105
H 7.60 1.46 -6.45 0.107
F -10.80 -5.82 1.66 0.053
C -11.69 -6.28 2.54 -0.289
C -11.52 -6.01 3.89 -0.022
C -12.45 -6.49 4.81 -0.080
C -13.54 -7.24 4.37 -0.099
C -13.70 -7.51 3.01 -0.084
C -12.78 -7.02 2.09 -0.018
H -10.66 -5.43 4.22 0.105
H -12.33 -6.28 5.87 0.106
H -14.27 -7.62 5.09 0.101
H -14.55 -8.10 2.67 0.105
H -12.89 -7.21 1.03 0.116
F -11.45 1.77 -3.77 0.062
C -12.35 1.31 -2.89 -0.292
C -12.17 1.58 -1.53 -0.028
C -13.10 1.10 -0.61 -0.084
C -14.20 0.35 -1.06 -0.098
C -14.36 0.08 -2.42 -0.085
C -13.43 0.57 -3.34 -0.019
H -11.31 2.15 -1.21 0.114
H -12.98 1.31 0.45 0.105
H -14.92 -0.03 -0.34 0.100
H -15.21 -0.51 -2.76 0.104
H -13.55 0.37 -4.40 0.115
F -0.92 -3.17 2.95 0.061
C -0.22 -2.04 3.10 -0.292
C 1.12 -2.10 3.47 -0.017
C 1.85 -0.92 3.62 -0.078
C 1.23 0.31 3.41 -0.090
C -0.12 0.36 3.05 -0.078
C -0.84 -0.82 2.88 -0.017
H 1.59 -3.07 3.63 0.113
H 2.90 -0.97 3.90 0.080
H 1.80 1.23 3.53 0.031
H -0.60 1.33 2.89 0.094
H -1.89 -0.79 2.59 0.115
```

Total charge: 0
SMILES string: CCNc1ccc2c(c1)Sc1cc(CCCCCCCCCCCOC)cc(OC[C@H](C)CC(C)C)c1N2.Fc1ccccc1.Fc1ccccc1.Fc1ccccc1.Fc1ccccc1.Fc1ccccc1
E, eV: -98051.40968